Record 1
Here is a structure of composition C10H24N6O7Zn from the Open Molecules 2025 dataset. Energies are from wB97M-V/def2-TZVPD.

**ΔE to the lowest compared entry with this formula, charge and spin**: 0.000 eV
**Frontier orbital gap (spin up / spin down)**: 6.8 / 6.7 eV
**Lowest unoccupied orbital energy (spin up / spin down)**: -1.1432 / -1.2267 eV
**HOMO (spin up / spin down)**: -7.95 / -7.91 eV

The geometry in ORCA input format:
```
! RIJCOSX wB97M-V def2-TZVPD def2/J DEFGRID3
* xyz 0 1
O 1.842 -0.144 -3.813
H 0.899 0.060 -3.598
Zn -0.644 -0.094 -0.488
N 0.033 1.990 0.318
N 1.647 0.628 -1.274
N -1.411 -1.632 0.557
N 0.357 -2.004 -1.208
O -0.640 2.498 1.289
O -2.109 -1.575 1.722
O 1.561 -2.384 -1.661
O 2.650 -0.131 -1.485
C 2.004 1.930 -0.974
C 1.089 2.668 -0.175
C -1.452 -2.826 -0.018
C -0.460 -3.056 -1.011
C 1.343 4.093 0.196
H 2.183 4.164 0.898
H 0.468 4.552 0.666
H 1.613 4.697 -0.678
C 3.304 2.469 -1.461
H 3.300 2.333 -2.551
H 4.152 1.905 -1.044
H 3.422 3.537 -1.217
C -2.394 -3.783 0.578
C -0.321 -4.373 -1.678
H -3.407 -3.386 0.690
H -2.055 -4.049 1.581
H -2.448 -4.694 -0.011
H 0.524 -4.355 -2.366
H -1.234 -4.590 -2.249
H -0.173 -5.193 -0.965
H -1.693 -0.781 2.292
H 2.095 -1.509 -1.735
C -2.259 0.646 -1.053
H -2.338 1.767 -0.936
H -3.201 0.062 -0.758
H -2.276 0.394 -2.148
O -2.461 4.558 0.427
H -3.398 4.399 0.639
H -1.982 3.792 0.811
N 1.210 -1.127 3.442
C 0.564 -0.413 2.447
N -0.604 0.210 2.875
O 0.926 -0.416 1.281
H 1.095 -0.819 4.387
H 2.125 -1.444 3.177
H -0.766 1.117 2.388
H -0.684 0.308 3.893
*
```



Record 2
Here is a structure of composition C17H12BeN2O2S5 from the Open Molecules 2025 dataset. Energies are from wB97M-V/def2-TZVPD.

**ΔE to the lowest compared entry with this formula, charge and spin**: 0.495 eV
**Frontier orbital gap**: 5.4 eV
**Lowest unoccupied orbital energy**: 4.4967 eV
**HOMO**: -0.87 eV

The geometry in ORCA input format:
```
! RIJCOSX wB97M-V def2-TZVPD def2/J DEFGRID3
* xyz -2 1
Be 0.654 -0.483 0.248
S 6.463 -0.058 4.384
C 5.110 -0.155 3.419
S 3.597 -0.803 3.930
C 2.693 -0.587 2.439
C 3.395 -0.042 1.419
S 2.749 0.241 -0.154
S 5.067 0.350 1.773
S 1.052 -1.086 2.330
C -0.604 4.938 -0.336
C 0.572 4.198 -0.303
C 0.557 2.823 -0.152
C -0.647 2.107 -0.023
C -1.835 2.878 -0.058
C -1.805 4.252 -0.213
N -0.659 0.725 0.153
N -1.952 0.289 0.158
C -2.267 -0.924 0.390
C -3.623 -1.410 0.240
C -3.921 -2.655 -0.202
C -3.027 -3.614 -0.816
C -1.695 -3.469 -1.046
C -0.867 -2.456 -0.473
H -0.585 6.016 -0.454
H 1.529 4.702 -0.391
H 1.492 2.288 -0.123
H -2.777 2.363 0.034
H -2.741 4.801 -0.234
H -4.423 -0.722 0.489
H -4.971 -2.934 -0.218
H -3.513 -4.479 -1.258
H -1.203 -4.158 -1.726
C 1.902 -1.806 -2.622
O 0.719 -2.383 -2.113
C 0.279 -1.879 -0.916
O -1.345 -1.897 0.729
H 2.150 -2.354 -3.534
H 2.725 -1.871 -1.911
H 1.753 -0.747 -2.860
*
```



Record 3
Here is an isolated molecule of C4H8N4 from the Open Molecules 2025 dataset. Energies are from wB97M-V/def2-TZVPD.

**ΔE to the lowest compared entry with this formula, charge and spin**: 2.846 eV
**Frontier orbital gap**: 9.0 eV
**Lowest unoccupied orbital energy**: 0.1370 eV
**SMILES string**: N[C@H]1C=NN=C[C@@H]1N
**HOMO**: -8.83 eV

The geometry in ORCA input format:
```
! RIJCOSX wB97M-V def2-TZVPD def2/J DEFGRID3
* xyz 0 1
N -0.376 -1.912 -0.609
C -0.572 -0.473 -0.482
C -1.484 0.037 0.566
N -1.152 0.282 1.782
N 0.147 0.273 2.153
C 1.105 0.133 1.290
C 0.754 0.308 -0.170
N 0.573 1.737 -0.443
H 0.400 -2.120 -1.193
H -1.261 -2.351 -0.965
H -1.030 -0.092 -1.442
H -2.533 0.247 0.430
H 2.146 0.000 1.652
H 1.497 -0.224 -0.823
H 1.386 2.354 -0.303
H 0.400 1.800 -1.443
*
```



Record 4
Here is a structure of composition C15H41BF4O6V2 from the Open Molecules 2025 dataset. Energies are from wB97M-V/def2-TZVPD.

**Frontier orbital gap (spin up / spin down)**: 7.8 / 8.9 eV
**Lowest unoccupied orbital energy (spin up / spin down)**: -7.1092 / -7.0383 eV
**HOMO (spin up / spin down)**: -14.93 / -15.92 eV

The geometry in ORCA input format:
```
! RIJCOSX wB97M-V def2-TZVPD def2/J DEFGRID3
* xyz 2 7
V 0.661 0.737 0.442
V -2.611 0.437 -1.769
O -0.885 -0.045 -0.704
H -0.445 -0.650 -1.331
B -3.707 -0.090 0.784
F -4.969 0.268 1.179
F -2.962 1.044 0.427
F -3.057 -0.847 1.759
F -3.788 -0.800 -0.368
C 2.274 0.649 -3.706
C 2.485 0.083 -2.307
C 4.005 -0.244 -2.121
O 2.044 0.972 -1.354
H 1.291 1.070 -3.916
H 2.384 -0.152 -4.438
H 3.039 1.425 -3.701
H 1.895 -0.833 -2.264
H 4.117 -1.322 -2.245
H 4.250 -0.169 -1.061
H 4.648 0.104 -2.929
H 2.597 1.723 -1.582
C 0.744 4.698 0.528
C -0.307 3.714 1.033
C -1.717 4.298 0.910
O -0.183 2.677 0.130
H 1.627 4.371 -0.022
H 1.178 5.311 1.318
H 0.167 5.344 -0.134
H -0.021 3.411 2.040
H -1.687 5.158 1.580
H -2.570 3.682 1.194
H -1.952 4.744 -0.057
H -0.235 3.079 -0.740
C -3.260 -3.420 -2.625
C -2.042 -2.536 -2.749
C -0.675 -3.016 -3.325
O -2.366 -1.348 -3.400
H -2.882 -4.442 -2.594
H -3.896 -3.261 -3.496
H -3.747 -3.197 -1.676
H -1.607 -2.363 -1.765
H -0.267 -3.831 -2.727
H 0.024 -2.188 -3.208
H -0.751 -3.397 -4.343
H -2.540 -1.514 -4.329
C 2.678 -1.980 2.609
C 2.585 -1.761 1.103
C 2.918 -3.019 0.235
O 1.207 -1.404 0.846
H 2.462 -1.093 3.204
H 3.715 -2.254 2.803
H 2.051 -2.794 2.974
H 3.172 -0.876 0.860
H 2.565 -2.809 -0.774
H 2.288 -3.831 0.598
H 3.987 -3.232 0.208
H 0.621 -2.157 0.947
C -1.780 1.874 3.951
C -0.711 0.794 3.491
C -0.843 -0.584 4.085
O -0.904 0.712 2.086
H -2.738 1.795 3.438
H -1.336 2.861 3.821
H -1.854 1.842 5.038
H 0.314 1.153 3.581
H -0.031 -1.273 3.855
H -1.701 -1.050 3.600
H -1.166 -0.619 5.126
H -1.796 0.373 1.980
*
```



Record 5
Here is a cluster of 2 separate species, C4H11N3O2 in total from the Open Molecules 2025 dataset. Energies are from wB97M-V/def2-TZVPD.

**ΔE to the lowest compared entry with this formula, charge and spin**: 1.149 eV
**Frontier orbital gap**: 9.3 eV
**Lowest unoccupied orbital energy**: 0.6752 eV
**SMILES string**: CN=C(N)N.CC(=O)O
**HOMO**: -8.60 eV

The geometry in ORCA input format:
```
! RIJCOSX wB97M-V def2-TZVPD def2/J DEFGRID3
* xyz 0 1
C -0.997 -1.327 -2.129
N -0.587 -0.867 -0.871
C -1.438 -0.935 0.147
N -2.807 -0.881 0.003
N -0.817 -0.602 1.315
H -0.959 -2.423 -2.311
H -0.282 -0.921 -2.863
H -1.926 -0.826 -2.502
H -3.236 -0.455 0.819
H -3.244 -1.706 -0.386
H 0.139 -0.953 1.423
H -1.332 -0.639 2.246
C 2.675 2.343 0.970
C 1.985 1.037 0.740
O 1.907 0.097 1.477
O 1.432 1.040 -0.506
H 2.612 2.612 2.064
H 2.407 3.024 0.182
H 3.736 2.063 0.892
H 0.733 0.319 -0.709
*
```



Record 6
Here is an isolated molecule of C2H4ClF from the Open Molecules 2025 dataset. Energies are from wB97M-V/def2-TZVPD.

**ΔE to the lowest compared entry with this formula, charge and spin**: 0.555 eV
**Frontier orbital gap**: 12.3 eV
**Lowest unoccupied orbital energy**: 1.0451 eV
**SMILES string**: C[C@@H](F)Cl
**HOMO**: -11.27 eV

The geometry in ORCA input format:
```
! RIJCOSX wB97M-V def2-TZVPD def2/J DEFGRID3
* xyz 0 1
C 0.542 0.564 -0.107
C -0.391 -0.504 0.312
F -1.600 0.092 0.533
Cl -0.559 -1.614 -1.000
H 0.130 0.858 -1.136
H 1.480 0.167 -0.367
H 0.704 1.377 0.503
H -0.307 -0.939 1.262
*
```



Number 1: molecular weight 405.727 g/mol, calculated total energy -3029.65519 Eh. Number 2: molecular weight 445.642 g/mol, calculated total energy -2920.76072 Eh. Number 3: molecular weight 112.136 g/mol, calculated total energy -376.14388 Eh. Number 4: molecular weight 506.179 g/mol, calculated total energy -3359.55875 Eh. Number 5: molecular weight 133.151 g/mol, calculated total energy -473.76055 Eh. Number 6: molecular weight 82.505 g/mol, calculated total energy -638.64314 Eh.